[1]
The following is a quantum chemistry calculation of a molecular structure, C18H20N4O3S2, from the OMol25 dataset.

## Properties
Frontier orbital gap = 8.33 eV
Highest occupied orbital energy = -8.374 eV
Charge = 0

Last column: Löwdin charge in e.
Positions of all 47 atoms, in Å:
1 C 0.634 -0.635 2.188  -0.08
2 H 0.633 -0.094 1.264  0.04
3 C -0.517 -0.123 3.120  -0.15
4 N -1.778 0.044 2.368  -0.04
5 C -2.020 1.101 1.275  -0.76
6 N -1.112 1.333 0.385  0.13
7 C -1.388 2.551 -0.269  -0.45
8 C -2.553 2.964 0.196  -0.35
9 S -3.074 2.241 1.654  1.11
10 H -3.037 3.984 -0.096  0.12
11 C -0.651 2.536 -1.426  -0.03
12 H 0.363 2.712 -1.359  0.04
13 H -1.299 3.649 -2.148  0.20
14 H -0.798 1.803 -2.130  0.03
15 C -2.654 -1.021 2.544  -0.52
16 O -2.302 -1.701 3.519  0.04
17 C -4.008 -0.787 1.896  -0.45
18 H -4.562 -0.133 2.421  0.03
19 H -4.464 -2.067 2.123  0.22
20 S -3.943 -0.492 0.253  1.03
21 C -2.565 -1.288 -0.487  -0.52
22 N -1.568 -2.019 0.328  0.06
23 N -0.679 -2.325 -0.517  0.08
24 C -0.828 -1.555 -1.589  -0.30
25 O -2.187 -1.216 -1.712  0.11
26 C -0.195 -1.562 -2.886  -0.04
27 O 0.483 -0.162 -3.144  -0.12
28 C 1.641 -0.211 -2.174  -0.10
29 C 2.396 1.237 -2.488  0.00
30 C 3.400 1.557 -1.730  -0.10
31 C 3.900 0.503 -0.774  -0.02
32 C 3.233 -0.644 -0.671  -0.32
33 C 2.120 -0.941 -1.232  -0.11
34 H 1.602 -1.764 -1.156  0.05
35 C 3.817 -1.483 0.418  -0.04
36 H 3.065 -2.355 0.967  0.17
37 H 4.118 -1.106 1.220  -0.03
38 H 4.728 -1.981 0.224  0.07
39 H 4.815 0.864 -0.213  0.14
40 H 4.085 2.371 -1.887  0.09
41 H 1.876 1.956 -3.166  0.11
42 H 0.813 -2.303 -2.802  0.19
43 H -0.690 -1.545 -3.861  0.13
44 H -0.079 1.103 3.194  0.19
45 H -0.447 -0.728 3.853  0.03
46 H 0.163 -1.640 1.869  0.09
47 H 1.511 -0.628 2.637  0.01

Forces on the atoms, in the same order (eV/Å):
-6.70 -2.02 -2.62
0.29 0.59 -0.36
3.53 9.33 -7.90
-1.12 0.07 -1.95
5.71 -4.62 3.58
-0.14 -0.66 0.97
-1.46 -5.13 2.96
-2.77 6.47 -0.42
-2.40 2.71 -0.02
0.76 -2.12 0.37
-1.76 7.02 -5.47
2.10 0.66 0.38
2.40 -2.91 1.75
-0.69 -2.14 -1.08
2.58 2.88 3.78
-2.64 -1.31 -2.08
1.92 -9.77 1.53
-1.98 2.32 1.51
0.75 3.99 -0.61
-1.05 0.77 -5.17
1.25 -2.55 5.39
-6.37 1.76 -0.65
3.61 2.08 -2.78
-1.57 -3.44 -1.77
0.48 2.14 1.18
5.47 0.76 -1.40
2.00 -3.69 4.23
-0.96 10.59 -7.12
-5.03 -3.26 -0.76
3.63 -2.21 2.50
0.64 4.63 -2.03
7.06 0.84 6.19
-3.89 -0.78 -3.17
-1.94 -4.75 1.74
-4.63 -6.90 -3.20
1.75 2.16 -2.17
1.84 4.85 6.71
0.87 -1.20 -1.41
-1.21 -1.22 -0.43
-0.36 0.71 0.06
0.60 -1.01 0.28
-3.20 1.53 -0.73
-0.71 -1.11 0.76
-1.63 -3.36 0.98
-0.84 -3.21 5.72
1.77 0.91 0.60
4.07 -0.40 2.15

***

[2]
The following is a quantum chemistry calculation of a molecular structure, C4HgN3OS2, from the OMol25 dataset.

## Properties
Frontier orbital gap (spin up / spin down) = 8.29 / 5.53 eV
Spin multiplicity = 2
Highest occupied orbital energy (spin up / spin down) = -9.631 / -9.460 eV
Charge = 0

Last column: Löwdin spin population.
Positions of all 11 atoms, in Å:
1 Hg 1.440 -3.672 -1.539  0.24
2 S 0.479 -1.744 0.777  0.62
3 C -0.120 -0.283 0.182  0.07
4 S -0.230 0.039 -1.586  0.04
5 C -0.614 0.720 0.966  0.01
6 C -0.621 0.595 2.385  0.01
7 N -0.622 0.502 3.531  0.01
8 C -1.113 1.936 0.416  0.00
9 N -1.522 2.920 -0.018  0.00
10 O 1.647 -0.460 -3.122  0.01
11 N 1.276 -0.553 -1.990  0.00

Forces on the atoms, in the same order (eV/Å):
-0.12 0.20 0.30
0.28 -0.62 -0.09
-0.26 0.80 -0.63
-1.44 0.47 0.43
0.19 -0.29 -0.11
-0.08 -0.05 0.28
0.03 -0.06 -0.06
-0.09 0.24 -0.10
0.01 -0.05 0.01
-0.51 0.18 -0.01
1.99 -0.82 -0.03

***

[3]
The following is a quantum chemistry calculation of C4H8N2 in the gas phase, from the OMol25 dataset.

## Properties
Structure (SMILES) = NC/C=C1\CN1
Frontier orbital gap = 9.65 eV
Highest occupied orbital energy = -8.571 eV
Charge = 0

Last column: Löwdin charge in e.
Positions of all 14 atoms, in Å:
1 C 1.418 0.087 -0.494  -0.29
2 N 2.054 0.561 0.729  -0.01
3 C 0.303 -0.827 -0.071  -0.07
4 C -0.975 -0.504 -0.080  -0.31
5 C -2.122 0.303 -0.445  -0.10
6 N -2.229 -0.927 0.393  0.04
7 H 2.140 -0.429 -1.141  0.10
8 H 1.025 0.923 -1.081  0.11
9 H 2.987 0.214 0.872  0.06
10 H 0.612 -1.713 0.478  0.11
11 H 1.974 1.552 0.883  0.06
12 H -2.551 0.173 -1.435  0.10
13 H -2.302 1.275 0.014  0.10
14 H -2.336 -0.689 1.378  0.10

Forces on the atoms, in the same order (eV/Å):
-0.19 -0.07 -0.22
0.11 -0.01 0.13
-0.24 0.01 0.12
0.16 -0.06 -0.05
-0.05 0.26 -0.19
-0.06 -0.19 0.12
-0.10 0.02 0.15
-0.01 -0.09 0.08
0.11 0.25 -0.04
-0.09 0.05 0.01
0.21 0.00 -0.05
0.01 0.11 0.12
0.14 -0.18 -0.03
-0.01 -0.11 -0.17

***

[4]
The following is a quantum chemistry calculation of C4H8NOP in the gas phase, from the OMol25 dataset.

## Properties
Frontier orbital gap (spin up / spin down) = 7.23 / 7.63 eV
Highest occupied orbital energy (spin up / spin down) = -9.331 / -8.779 eV
Charge = 0

Last column: Löwdin charge in e.
Positions of all 15 atoms, in Å:
1 C 1.964 1.509 0.144  -0.32
2 C 0.928 0.545 -0.047  -0.26
3 C -1.312 -0.516 0.241  -0.13
4 C -0.452 0.716 0.457  -0.27
5 N 1.602 -1.934 1.051  -0.25
6 O 3.143 1.210 0.174  0.01
7 P 1.625 -1.128 -0.271  0.64
8 H 1.635 2.565 0.195  0.13
9 H -2.283 -0.403 0.720  0.08
10 H -1.470 -0.705 -0.821  0.07
11 H -0.810 -1.382 0.679  0.04
12 H -0.437 0.979 1.523  0.13
13 H -0.883 1.586 -0.053  0.12
14 H 0.900 -1.643 -1.348  -0.01
15 H 2.827 -0.848 -0.900  -0.01

Forces on the atoms, in the same order (eV/Å):
-0.09 0.88 -0.38
0.45 -1.46 0.86
-0.16 -0.12 0.10
-0.30 0.28 -0.30
-0.12 -0.59 1.71
0.29 0.24 0.15
-0.08 0.93 -1.71
0.11 -0.01 0.20
-0.03 0.01 -0.04
-0.04 0.00 -0.01
-0.19 -0.02 0.01
0.13 0.00 -0.07
-0.05 0.07 0.07
-0.29 -0.17 -0.31
0.39 -0.04 -0.26

***

[5]
The following is a quantum chemistry calculation of a molecular structure, C23H41BrIrP2, from the OMol25 dataset.

## Properties
Frontier orbital gap (spin up / spin down) = 5.82 / 5.64 eV
Spin multiplicity = 5
Highest occupied orbital energy (spin up / spin down) = -9.325 / -10.163 eV
Charge = +1

Last column: Löwdin spin population.
Positions of all 68 atoms, in Å:
1 Ir -0.032 0.179 -0.807  0.82
2 C -1.043 -1.341 2.270  0.29
3 C 0.201 -1.363 1.504  0.22
4 C 0.525 -0.193 3.521  0.15
5 C -0.847 -0.585 3.454  0.15
6 C 1.201 -0.698 2.390  0.27
7 C -2.251 -2.160 2.147  0.05
8 H -2.161 -2.948 1.419  0.00
9 H -3.142 -1.572 1.911  0.02
10 H -2.458 -2.665 3.097  0.01
11 C -1.858 -0.280 4.508  0.01
12 H -2.907 -0.390 4.172  0.00
13 H -1.738 0.751 4.888  0.00
14 H -1.731 -0.947 5.383  0.00
15 C 1.123 0.540 4.672  0.01
16 H 1.250 -0.124 5.552  0.01
17 H 0.456 1.363 4.987  0.00
18 H 2.115 0.967 4.436  0.00
19 C 2.658 -0.981 2.513  0.02
20 H 2.824 -1.441 3.511  0.01
21 H 3.289 -0.071 2.469  0.01
22 H 3.027 -1.701 1.774  0.00
23 C 0.636 -2.714 1.124  0.03
24 H 0.940 -3.197 2.051  0.01
25 H 1.486 -2.805 0.451  0.00
26 H -0.105 -3.389 0.715  0.00
27 C -1.181 1.677 -2.583  0.34
28 C -2.071 0.543 -2.755  0.05
29 C -1.661 -0.580 -3.817  0.00
30 C -0.159 -0.763 -3.800  0.02
31 C 0.635 -0.177 -2.610  0.09
32 C 1.426 0.946 -2.882  0.36
33 C 1.039 2.034 -3.807  0.06
34 C -0.515 2.157 -3.834  0.04
35 H -2.053 -0.264 -4.788  0.00
36 H 0.276 -0.386 -4.724  0.00
37 H -2.202 -1.532 -3.599  0.00
38 H -0.888 1.608 -4.697  0.00
39 H -1.467 2.461 -1.868  0.01
40 H -3.131 0.862 -2.862  0.02
41 H -0.793 3.198 -4.013  0.00
42 H 1.463 2.994 -3.449  0.01
43 H 2.385 1.144 -2.455  0.02
44 H 1.421 1.966 -4.843  0.01
45 H -0.027 -1.845 -3.841  0.00
46 H 1.050 -1.008 -1.977  0.03
47 P -2.057 -0.559 -1.202  0.11
48 C -3.346 0.363 -0.362  0.01
49 C -2.060 -2.401 -1.263  0.05
50 P 2.329 1.181 0.472  0.12
51 C 0.840 1.911 -0.388  0.17
52 C 3.452 0.072 -0.446  0.02
53 C 2.779 2.908 0.893  0.05
54 H -2.881 1.059 0.358  0.00
55 H -4.032 -0.254 0.199  0.00
56 H -3.881 0.952 -1.088  0.00
57 H -1.534 -2.858 -2.108  0.00
58 H -3.037 -2.880 -1.246  0.01
59 H -1.530 -2.731 -0.371  0.00
60 H 2.827 3.443 -0.065  0.00
61 H 3.694 3.026 1.461  0.01
62 H 1.958 3.339 1.493  0.00
63 H 0.509 2.639 0.416  0.01
64 H 1.005 2.514 -1.336  0.01
65 H 4.298 -0.172 0.204  0.00
66 H 3.858 0.467 -1.375  0.00
67 H 2.980 -0.902 -0.676  0.00
68 Br -1.177 1.611 1.521  0.25

Forces on the atoms, in the same order (eV/Å):
-0.95 1.30 4.82
0.94 0.86 1.17
0.27 0.76 0.88
-1.29 -0.15 -0.19
1.16 0.45 -0.25
-0.94 -0.16 0.18
-0.56 -0.50 -0.18
-0.03 -0.19 -0.28
0.04 0.09 -0.01
0.01 0.20 -0.01
-0.44 0.04 0.39
0.63 0.04 0.01
-0.02 -0.41 -0.25
0.00 0.21 -0.34
0.29 0.25 0.32
-0.08 0.28 -0.42
0.31 -0.32 -0.14
-0.50 -0.21 0.06
0.75 -0.41 0.44
-0.01 0.14 -0.48
-0.42 -0.63 0.19
-0.09 0.27 0.04
0.63 -1.58 -0.65
0.21 -0.34 0.14
0.16 0.35 -0.12
-0.40 0.12 -0.15
-0.15 0.49 0.63
-2.32 -3.69 -0.58
-1.49 1.63 0.23
0.16 -0.53 -0.18
0.75 -1.25 -3.23
1.15 -0.25 -0.98
-0.65 0.78 0.01
0.42 0.28 -0.17
0.40 -0.12 -0.11
0.05 0.03 0.04
0.37 0.89 -0.14
-0.06 -0.10 0.09
0.00 -0.50 -0.20
0.54 -0.26 -0.48
0.11 0.03 0.11
-0.03 -0.49 0.03
0.20 -0.44 0.61
-0.09 -0.39 0.43
0.57 -0.02 0.14
0.84 -0.15 -0.37
-0.23 1.02 -0.81
-0.56 -0.42 1.05
-0.94 -0.37 -0.17
-2.29 0.41 1.28
2.25 2.83 -1.19
0.72 0.25 -0.79
0.99 0.52 -0.43
-0.32 -0.48 -0.49
-0.37 -0.21 0.15
-0.38 -0.07 -0.23
0.10 0.59 -0.02
-0.30 0.12 0.00
-0.07 0.30 -0.17
0.27 0.33 0.45
0.32 0.01 -0.01
0.37 -0.50 -0.23
0.15 -1.31 -1.42
0.10 -0.40 1.41
-0.09 0.20 0.02
0.23 -0.04 -0.06
-0.14 0.64 0.26
-0.26 0.17 0.34

***

[6]
The following is a quantum chemistry calculation of C7H14O2S in the gas phase, from the OMol25 dataset.

## Properties
Structure (SMILES) = CC(C)S(=O)(=O)[C@H]1C[C@H]1C
Frontier orbital gap = 11.00 eV
Highest occupied orbital energy = -10.170 eV
Charge = 0

Last column: Löwdin charge in e.
Positions of all 24 atoms, in Å:
1 C 1.299 -0.365 -1.068  -0.28
2 C 2.681 -0.741 -0.617  -0.09
3 C 1.318 -1.152 1.406  -0.10
4 C -2.046 0.340 -0.658  -0.08
5 C -1.680 2.373 0.347  -0.15
6 C 1.480 -1.462 -0.047  -0.28
7 C -1.047 1.027 0.226  -0.44
8 O 0.650 1.978 -1.702  -0.33
9 O 1.590 1.792 0.633  -0.35
10 S 0.701 1.256 -0.465  0.76
11 H 3.271 -1.062 -1.427  0.09
12 H 0.797 -0.645 -1.966  0.12
13 H 3.149 0.070 0.105  0.15
14 H 0.500 -1.495 1.905  0.04
15 H 1.197 -0.159 1.661  0.02
16 H 2.085 -1.550 2.105  0.11
17 H -2.199 0.885 -1.607  0.11
18 H -1.645 -0.618 -0.920  0.07
19 H -2.931 0.135 -0.191  0.06
20 H -1.567 2.887 -0.708  0.12
21 H -1.166 3.172 1.070  0.13
22 H -2.662 2.392 0.720  0.06
23 H 1.489 -2.571 -0.164  0.15
24 H -0.743 0.719 1.258  0.13

Forces on the atoms, in the same order (eV/Å):
-1.24 -0.03 2.23
-0.10 2.68 1.43
1.81 -0.85 0.86
3.09 -1.16 -1.87
3.32 5.02 -0.53
1.95 -0.91 1.19
1.07 1.39 1.25
-0.47 0.87 -0.51
-2.41 -1.36 -2.38
1.42 0.14 1.45
0.86 -0.85 -0.47
0.28 0.21 -0.83
-0.85 -1.84 -1.71
-3.10 -1.85 0.60
0.60 2.34 0.02
0.29 0.21 -0.97
0.05 -0.04 0.64
0.11 -0.92 -0.49
-2.38 -0.09 1.39
-0.76 -0.84 2.00
-0.52 -1.92 -1.40
-1.46 -0.51 -0.03
-0.68 1.08 -0.97
-0.89 -0.76 -0.94

***

[7]
The following is a quantum chemistry calculation of 9 unconnected molecules or ions with the total composition H17O9, from the OMol25 dataset.

## Properties
Frontier orbital gap = 9.62 eV
Highest occupied orbital energy = -6.364 eV
Charge = -1

Last column: Löwdin charge in e.
Positions of all 26 atoms, in Å:
1 O 1.080 1.503 -0.254  -0.07
2 H -1.488 -1.802 0.040  -0.02
3 H 0.768 -3.073 -0.696  0.03
4 O 2.972 0.585 -2.313  -0.06
5 H 3.337 -0.271 -2.127  0.03
6 O -1.248 -0.482 -0.551  -0.33
7 H -2.124 -0.505 -0.820  -0.05
8 H -1.763 -3.270 0.710  -0.02
9 O 0.421 3.720 0.912  -0.07
10 H 0.365 0.696 3.586  0.01
11 H 1.211 3.240 0.669  0.00
12 O 1.222 -3.334 0.129  -0.09
13 H 1.606 0.941 -0.857  0.01
14 H -0.265 3.387 0.358  0.00
15 O -0.434 0.200 3.566  -0.05
16 H -0.130 -0.229 -1.769  0.00
17 H -0.781 0.471 2.720  -0.02
18 O -1.784 -2.800 -0.098  -0.15
19 H 0.925 -2.692 0.784  0.03
20 H 2.008 0.525 -2.280  -0.03
21 O -2.397 0.783 1.475  -0.14
22 H -3.018 1.297 0.943  0.02
23 H -1.743 0.292 0.833  0.01
24 O 0.346 -0.155 -2.656  -0.13
25 H -0.258 -0.370 -3.404  0.06
26 H 0.145 1.301 -0.409  0.02

Forces on the atoms, in the same order (eV/Å):
0.45 -0.41 -0.34
-0.14 -1.31 -0.59
-0.01 -0.11 0.78
0.49 1.07 0.14
-0.12 -0.65 0.11
3.07 1.19 1.26
-2.56 0.07 -1.20
0.06 -0.62 1.30
0.26 1.44 1.14
1.15 0.54 0.32
-0.01 -0.49 -0.32
0.15 0.14 -0.50
-0.45 0.57 0.84
-0.48 -0.45 -0.52
-0.30 -0.59 0.33
-0.89 -0.48 -0.81
-0.91 0.12 -0.52
0.01 0.93 -0.85
-0.13 -0.03 -0.23
-0.16 -0.68 -1.05
0.85 -0.40 -0.31
0.48 -0.29 0.00
-1.39 0.72 0.10
-0.17 -0.03 -0.48
0.59 0.25 1.37
0.14 -0.47 0.01

***

[8]
The following is a quantum chemistry calculation of a molecular structure, C4H8O2, from the OMol25 dataset.

## Properties
Frontier orbital gap = 9.59 eV
Highest occupied orbital energy = -8.790 eV
Charge = 0

Last column: Löwdin charge in e.
Positions of all 14 atoms, in Å:
1 O 1.509 1.098 0.730  -0.06
2 C 1.268 -0.052 -0.017  -0.28
3 C -0.135 -0.067 -0.360  -0.20
4 C -0.949 0.510 -1.487  -0.11
5 O -2.074 -0.298 -1.054  -0.04
6 C -1.252 -0.744 -0.069  -0.12
7 H 2.457 1.100 0.890  0.09
8 H 1.544 -0.968 0.523  0.12
9 H 1.856 -0.027 -0.934  0.12
10 H -0.163 -0.134 2.338  0.05
11 H -1.215 1.560 -1.436  0.13
12 H -0.685 0.239 -2.506  0.13
13 H -0.594 -0.715 2.771  0.07
14 H -1.568 -1.502 0.611  0.11

Forces on the atoms, in the same order (eV/Å):
0.80 0.81 0.76
0.15 -0.72 -0.16
-1.52 -0.62 -0.86
0.11 0.55 -0.58
-0.55 0.16 -0.04
0.79 -0.42 0.22
0.10 0.38 0.25
-0.05 0.09 0.06
0.17 -0.11 -0.26
-1.37 -1.84 1.50
0.02 0.24 0.03
0.18 -0.06 -0.07
1.43 1.84 -1.26
-0.25 -0.30 0.41

***

[9]
The following is a quantum chemistry calculation of 2 unconnected molecules or ions with the total composition H3O6, from the OMol25 dataset.

## Properties
Frontier orbital gap (spin up / spin down) = 10.69 / 6.07 eV
Highest occupied orbital energy (spin up / spin down) = -16.774 / -14.848 eV
Charge = +1

Last column: Löwdin charge in e.
Positions of all 9 atoms, in Å:
1 O 0.616 -0.253 -0.641  0.16
2 O 1.051 -2.441 -0.498  0.15
3 O -0.579 2.471 1.039  0.10
4 O -1.086 0.509 0.290  0.04
5 O 0.435 -1.498 -1.223  0.05
6 O -0.789 1.115 1.290  -0.02
7 H 0.150 0.443 -1.129  0.16
8 H 0.777 -3.252 -1.037  0.21
9 H -0.574 2.907 1.910  0.15

Forces on the atoms, in the same order (eV/Å):
2.16 -3.21 0.77
0.22 -0.82 0.25
0.21 1.12 -1.23
-1.20 -0.38 -1.35
-1.11 3.01 -1.21
0.06 0.07 3.10
-0.67 -0.23 -1.38
0.35 0.87 0.77
-0.02 -0.43 0.29

***

Summary of energy above the lowest of the compared OMol25 structures with the same formula, charge and spin in kJ/mol
1632.4, 15.4, 227.8, 507.1, 626.4, 422.5, 115.5, 402.0, 37.2
(order as listed above)